A 7-piece molecular cluster, H14O7 overall. Source: OMol25; level of theory: ωB97M-V with the def2-TZVPD basis set.

Output
energy above the lowest of the compared OMol25 structures with the same formula, charge and spin	195.6	kJ/mol
SMILES	O.O.O.O.O.O.O
E_HOMO	-0.36596	hartree
E_LUMO	-0.2538	eV
molecular weight	126.105	Da

Last columns: bonded neighbours and bond lengths (Å).
Element x y z (Å)
1 O 0.206 -0.440 -0.834  H2 0.957, H3 0.957
2 H -0.206 -0.083 -0.047  O1 0.957
3 H 1.132 -0.214 -0.744  O1 0.957
4 O -2.592 0.378 -1.842  H5 0.957, H6 0.957
5 H -1.789 0.538 -1.348  O4 0.957
6 H -3.120 -0.177 -1.268  O4 0.957
7 O -0.227 1.511 2.295  H8 0.957, H9 0.957
8 H -0.028 1.845 3.169  O7 0.957
9 H 0.022 0.588 2.327  O7 0.957
10 O -1.161 -2.089 1.490  H11 0.957, H12 0.957
11 H -0.210 -2.130 1.393  O10 0.957
12 H -1.316 -2.281 2.415  O10 0.957
13 O 3.000 -0.023 -0.913  H14 0.957, H15 0.957
14 H 3.705 0.484 -0.510  O13 0.957
15 H 3.404 -0.863 -1.132  O13 0.957
16 O -3.545 -1.079 0.552  H17 0.957, H18 0.957
17 H -2.657 -1.375 0.748  O16 0.957
18 H -3.904 -0.816 1.399  O16 0.957
19 O 2.793 2.083 -2.631  H20 0.957, H21 0.957
20 H 2.840 1.658 -1.775  O19 0.957
21 H 3.654 2.486 -2.746  O19 0.957

Atom-resolved charges from natural (NBO), all expressed in e:
1 O -0.954
2 H 0.457
3 H 0.486
4 O -0.956
5 H 0.465
6 H 0.484
7 O -0.931
8 H 0.471
9 H 0.460
10 O -0.949
11 H 0.487
12 H 0.477
13 O -0.954
14 H 0.480
15 H 0.494
16 O -0.967
17 H 0.491
18 H 0.466
19 O -0.931
20 H 0.466
21 H 0.456

A 7-piece molecular cluster, H14O7 overall in a non-equilibrium geometry. Source: OMol25; level of theory: ωB97M-V with the def2-TZVPD basis set.

Output
energy above the lowest of the compared OMol25 structures with the same formula, charge and spin	391.9	kJ/mol
SMILES	O.O.O.O.O.O.O
E_HOMO	-0.32509	hartree
E_LUMO	-0.0583	eV
molecular weight	126.105	Da

Last columns: bonded neighbours and bond lengths (Å).
Element x y z (Å)
1 O -0.633 0.272 0.090  H2 0.964, H3 0.964
2 H -0.898 0.935 0.739  O1 0.964
3 H -0.289 -0.453 0.623  O1 0.964
4 O -1.086 -2.012 -1.179  H5 0.964, H6 0.964
5 H -1.691 -2.213 -0.457  O4 0.964
6 H -0.549 -2.808 -1.264  O4 0.964
7 O 0.922 4.623 1.025  H8 0.964, H9 0.964
8 H 0.449 3.791 0.907  O7 0.964
9 H 1.625 4.588 0.366  O7 0.964
10 O 0.613 0.054 -1.443  H11 0.964, H12 0.964
11 H -0.347 0.014 -1.518  O10 0.964
12 H 0.798 0.990 -1.303  O10 0.964
13 O 1.304 -3.096 2.127  H14 0.964, H15 0.964
14 H 0.473 -3.132 1.639  O13 0.964
15 H 1.838 -3.794 1.731  O13 0.964
16 O -4.928 0.758 0.058  H17 0.964, H18 0.964
17 H -4.016 0.664 0.354  O16 0.964
18 H -5.276 -0.140 0.081  O16 0.964
19 O 3.548 0.148 -0.928  H20 0.964, H21 0.964
20 H 3.854 0.560 -0.112  O19 0.964
21 H 4.290 0.251 -1.535  O19 0.964

Atom-resolved charges from natural (NBO), all expressed in e:
1 O -0.944
2 H 0.454
3 H 0.487
4 O -0.931
5 H 0.462
6 H 0.473
7 O -0.933
8 H 0.464
9 H 0.469
10 O -0.936
11 H 0.485
12 H 0.449
13 O -0.932
14 H 0.460
15 H 0.472
16 O -0.934
17 H 0.467
18 H 0.466
19 O -0.926
20 H 0.462
21 H 0.465

A 7-piece molecular cluster, H14O7 overall in a non-equilibrium geometry. Source: OMol25; level of theory: ωB97M-V with the def2-TZVPD basis set.

Output
energy above the lowest of the compared OMol25 structures with the same formula, charge and spin	273.2	kJ/mol
SMILES	O.O.O.O.O.O.O
E_HOMO	-0.38487	hartree
E_LUMO	-0.6046	eV
molecular weight	126.105	Da

Last columns: bonded neighbours and bond lengths (Å).
Element x y z (Å)
1 O -0.692 -2.094 -2.276  H2 0.963, H3 0.947
2 H -1.609 -2.388 -2.278  O1 0.963
3 H -0.419 -1.523 -1.572  O1 0.947
4 O -1.057 3.381 -0.856  H5 1.005, H6 0.953
5 H -0.549 3.173 -0.014  O4 1.005
6 H -0.400 3.184 -1.518  O4 0.953
7 O 2.022 0.799 1.031  H8 0.962, H9 0.916
8 H 2.775 1.371 0.853  O7 0.962
9 H 1.797 0.981 1.900  O7 0.916
10 O -2.564 1.107 -1.267  H11 0.941, H12 1.023
11 H -3.103 0.819 -0.551  O10 0.941
12 H -2.244 2.073 -1.164  O10 1.023
13 O 3.253 -1.593 1.628  H14 0.902, H15 0.955
14 H 2.960 -2.092 0.936  O13 0.902
15 H 2.888 -0.741 1.396  O13 0.955
16 O -0.246 -0.226 -0.112  H17 1.066, H18 0.974
17 H 0.446 0.435 0.357  O16 1.066
18 H -0.631 0.633 -0.364  O16 0.974
19 O -0.632 -2.678 1.403  H20 0.913, H21 0.922
20 H -0.448 -1.890 0.981  O19 0.913
21 H -1.548 -2.731 1.495  O19 0.922

Atom-resolved charges from natural (NBO), all expressed in e:
1 O -0.978
2 H 0.475
3 H 0.497
4 O -0.929
5 H 0.476
6 H 0.483
7 O -0.937
8 H 0.499
9 H 0.486
10 O -0.991
11 H 0.472
12 H 0.499
13 O -0.943
14 H 0.461
15 H 0.463
16 O -0.993
17 H 0.483
18 H 0.482
19 O -0.941
20 H 0.478
21 H 0.458

A 7-piece molecular cluster, H14O7 overall. Source: OMol25; level of theory: ωB97M-V with the def2-TZVPD basis set.

Output
energy above the lowest of the compared OMol25 structures with the same formula, charge and spin	269.4	kJ/mol
SMILES	O.O.O.O.O.O.O
E_HOMO	-0.38200	hartree
E_LUMO	0.0734	eV
molecular weight	126.105	Da

Last columns: bonded neighbours and bond lengths (Å).
Element x y z (Å)
1 O -1.629 0.056 -0.441  H2 0.964, H3 0.964
2 H -0.721 0.272 -0.683  O1 0.964
3 H -1.648 0.161 0.517  O1 0.964
4 O 3.884 1.522 -0.169  H5 0.964, H6 0.964
5 H 3.355 1.181 -0.899  O4 0.964
6 H 4.655 1.910 -0.599  O4 0.964
7 O -4.237 -0.887 -0.790  H8 0.964, H9 0.964
8 H -3.638 -1.567 -1.116  O7 0.964
9 H -4.151 -0.171 -1.429  O7 0.964
10 O -2.831 2.693 0.414  H11 0.964, H12 0.964
11 H -2.521 2.388 1.274  O10 0.964
12 H -2.426 3.562 0.313  O10 0.964
13 O 1.335 -0.169 1.130  H14 0.964, H15 0.964
14 H 1.391 0.199 0.240  O13 0.964
15 H 1.727 -1.045 1.047  O13 0.964
16 O 3.700 -1.027 -0.495  H17 0.964, H18 0.964
17 H 4.481 -1.397 -0.921  O16 0.964
18 H 2.963 -1.463 -0.937  O16 0.964
19 O -1.063 -2.197 0.846  H20 0.964, H21 0.964
20 H -1.806 -2.587 1.320  O19 0.964
21 H -0.821 -1.431 1.379  O19 0.964

Atom-resolved charges from natural (NBO), all expressed in e:
1 O -0.913
2 H 0.452
3 H 0.459
4 O -0.926
5 H 0.463
6 H 0.462
7 O -0.943
8 H 0.471
9 H 0.473
10 O -0.927
11 H 0.462
12 H 0.465
13 O -0.936
14 H 0.458
15 H 0.480
16 O -0.938
17 H 0.477
18 H 0.462
19 O -0.937
20 H 0.467
21 H 0.468

A 7-piece molecular cluster, H14O7 overall. Source: OMol25; level of theory: ωB97M-V with the def2-TZVPD basis set.

Output
energy above the lowest of the compared OMol25 structures with the same formula, charge and spin	197.7	kJ/mol
SMILES	O.O.O.O.O.O.O
E_HOMO	-0.37978	hartree
E_LUMO	-0.6586	eV
molecular weight	126.105	Da

Last columns: bonded neighbours and bond lengths (Å).
Element x y z (Å)
1 O 0.889 -1.610 -0.985  H2 0.957, H3 0.957
2 H 0.416 -2.394 -0.707  O1 0.957
3 H 0.430 -1.319 -1.773  O1 0.957
4 O 3.523 -1.208 -0.589  H5 0.957, H6 0.957
5 H 2.583 -1.391 -0.601  O4 0.957
6 H 3.794 -1.284 -1.504  O4 0.957
7 O 2.380 0.820 1.779  H8 0.957, H9 0.957
8 H 2.209 1.166 0.903  O7 0.957
9 H 3.266 0.460 1.726  O7 0.957
10 O -2.995 -0.775 1.775  H11 0.957, H12 0.957
11 H -3.668 -1.300 1.342  O10 0.957
12 H -2.375 -0.557 1.079  O10 0.957
13 O -1.869 2.486 1.679  H14 0.957, H15 0.957
14 H -1.665 1.723 1.139  O13 0.957
15 H -1.850 3.224 1.069  O13 0.957
16 O -0.388 0.599 0.411  H17 0.957, H18 0.957
17 H -0.666 0.575 -0.504  O16 0.957
18 H 0.411 0.072 0.434  O16 0.957
19 O -1.322 0.590 -2.153  H20 0.957, H21 0.957
20 H -2.069 0.176 -1.721  O19 0.957
21 H -1.033 -0.052 -2.801  O19 0.957

Atom-resolved charges from natural (NBO), all expressed in e:
1 O -0.947
2 H 0.491
3 H 0.475
4 O -0.966
5 H 0.485
6 H 0.461
7 O -0.939
8 H 0.466
9 H 0.476
10 O -0.926
11 H 0.457
12 H 0.466
13 O -0.943
14 H 0.478
15 H 0.454
16 O -0.988
17 H 0.473
18 H 0.499
19 O -0.924
20 H 0.479
21 H 0.472

A 7-piece molecular cluster, H14O7 overall in a non-equilibrium geometry. Source: OMol25; level of theory: ωB97M-V with the def2-TZVPD basis set.

Output
charge	+1
energy above the lowest of the compared OMol25 structures with the same formula, charge and spin	164.1	kJ/mol
E_HOMO (spin up / spin down)	-0.53754 / -0.52497	hartree
E_LUMO (spin up / spin down)	-3.4688 / -11.5503	eV
molecular weight	126.105	Da
multiplicity	2

Last columns: bonded neighbours and bond lengths (Å).
Element x y z (Å)
1 O 0.313 -0.954 -0.252  H2 0.957, H3 0.957
2 H 0.660 -1.061 -1.138  O1 0.957
3 H -0.144 -0.113 -0.274  O1 0.957
4 O -2.039 0.472 2.196  H5 0.957, H6 0.957
5 H -1.135 0.337 2.482  O4 0.957
6 H -2.403 1.085 2.833  O4 0.957
7 O 2.175 -1.515 2.077  H8 0.957, H9 0.957
8 H 1.707 -1.082 2.791  O7 0.957
9 H 1.551 -1.521 1.351  O7 0.957
10 O -3.404 -0.795 0.013  H11 0.957, H12 0.957
11 H -4.257 -0.521 0.350  O10 0.957
12 H -2.772 -0.422 0.628  O10 0.957
13 O 0.953 2.886 1.263  H14 0.957, H15 0.957
14 H 1.705 3.269 0.811  O13 0.957
15 H 1.170 1.958 1.346  O13 0.957
16 O 1.622 -2.623 -2.746  H17 0.957, H18 0.957
17 H 0.953 -2.175 -3.263  O16 0.957
18 H 2.425 -2.526 -3.256  O16 0.957
19 O 0.015 1.859 -2.160  H20 0.957, H21 0.957
20 H 0.836 2.333 -2.297  O19 0.957
21 H 0.070 1.110 -2.754  O19 0.957

Atom-resolved charges from natural (NBO), all expressed in e:
1 O -0.849
2 H 0.506
3 H 0.492
4 O -0.960
5 H 0.484
6 H 0.506
7 O -0.664
8 H 0.475
9 H 0.497
10 O -0.503
11 H 0.496
12 H 0.510
13 O -0.926
14 H 0.478
15 H 0.451
16 O -0.946
17 H 0.465
18 H 0.485
19 O -0.939
20 H 0.481
21 H 0.462

Copy entry 1 word for word.
A 7-piece molecular cluster, H14O7 overall. Source: OMol25; level of theory: ωB97M-V with the def2-TZVPD basis set.

Output
energy above the lowest of the compared OMol25 structures with the same formula, charge and spin	195.6	kJ/mol
SMILES	O.O.O.O.O.O.O
E_HOMO	-0.36596	hartree
E_LUMO	-0.2538	eV
molecular weight	126.105	Da

Last columns: bonded neighbours and bond lengths (Å).
Element x y z (Å)
1 O 0.206 -0.440 -0.834  H2 0.957, H3 0.957
2 H -0.206 -0.083 -0.047  O1 0.957
3 H 1.132 -0.214 -0.744  O1 0.957
4 O -2.592 0.378 -1.842  H5 0.957, H6 0.957
5 H -1.789 0.538 -1.348  O4 0.957
6 H -3.120 -0.177 -1.268  O4 0.957
7 O -0.227 1.511 2.295  H8 0.957, H9 0.957
8 H -0.028 1.845 3.169  O7 0.957
9 H 0.022 0.588 2.327  O7 0.957
10 O -1.161 -2.089 1.490  H11 0.957, H12 0.957
11 H -0.210 -2.130 1.393  O10 0.957
12 H -1.316 -2.281 2.415  O10 0.957
13 O 3.000 -0.023 -0.913  H14 0.957, H15 0.957
14 H 3.705 0.484 -0.510  O13 0.957
15 H 3.404 -0.863 -1.132  O13 0.957
16 O -3.545 -1.079 0.552  H17 0.957, H18 0.957
17 H -2.657 -1.375 0.748  O16 0.957
18 H -3.904 -0.816 1.399  O16 0.957
19 O 2.793 2.083 -2.631  H20 0.957, H21 0.957
20 H 2.840 1.658 -1.775  O19 0.957
21 H 3.654 2.486 -2.746  O19 0.957

Atom-resolved charges from natural (NBO), all expressed in e:
1 O -0.954
2 H 0.457
3 H 0.486
4 O -0.956
5 H 0.465
6 H 0.484
7 O -0.931
8 H 0.471
9 H 0.460
10 O -0.949
11 H 0.487
12 H 0.477
13 O -0.954
14 H 0.480
15 H 0.494
16 O -0.967
17 H 0.491
18 H 0.466
19 O -0.931
20 H 0.466
21 H 0.456

> The lowest energy above the lowest of the compared OMol25 structures with the same formula, charge and spin belongs to which entry?

number 6

> Number 5 is which compound?

H14O7